Formula: C33H28BCl2N4O8S2W
Source: the Open Molecules 2025 dataset
Level of theory: ωB97M-V with the def2-TZVPD basis set

Computed properties:
Energy above the lowest of the compared OMol25 structures with the same formula, charge and spin ... 293.8 kJ/mol
<S²> ... 2.015
LUMO (alpha / beta) ... 2.14 / 1.80 eV
Highest occupied orbital energy (alpha / beta) ... -4.70 / -6.07 eV
Maximum force ... 1.827 eV/Å
HOMO-LUMO gap (alpha / beta) ... 6.839 / 7.867 eV

Structure (ORCA input):
```
! wB97M-V def2-TZVPD RIJCOSX def2/J DEFGRID3
* xyz -1 3
W -0.224 -0.367 0.149
O 2.674 4.456 2.589
C 1.969 3.532 1.906
C 2.174 3.288 0.556
C 1.452 2.286 -0.047
N 0.636 1.505 0.654
C 0.254 1.891 1.887
C 0.916 2.888 2.551
C -1.145 1.398 2.189
O -1.762 1.696 3.179
O -1.608 0.722 1.169
C 1.223 2.190 -1.571
O 1.994 2.799 -2.312
O 0.178 1.540 -1.825
H 3.328 4.850 2.000
H 2.831 3.898 -0.054
H 0.593 3.188 3.539
C 6.887 0.299 -0.071
C 5.782 -0.671 0.371
C 5.117 -0.099 1.626
C 6.396 -2.032 0.731
C 4.782 -0.866 -0.763
C 5.232 -1.290 -2.028
C 4.372 -1.478 -3.091
C 3.015 -1.258 -2.884
S 1.662 -1.448 -3.956
C 0.586 -1.025 -2.669
N 1.186 -0.728 -1.562
C 2.555 -0.862 -1.637
C 3.433 -0.653 -0.577
C -0.865 -1.110 -2.703
C -1.571 -1.372 -3.875
C -2.945 -1.501 -3.831
C -3.595 -1.430 -2.600
C -2.879 -1.190 -1.441
C -1.504 -0.966 -1.458
H 7.557 0.507 0.768
H 6.455 1.244 -0.408
H 7.487 -0.112 -0.885
H 5.875 0.055 2.397
H 4.362 -0.780 2.024
H 4.641 0.864 1.421
H 7.081 -1.924 1.578
H 6.954 -2.454 -0.107
H 5.610 -2.739 1.008
H 6.286 -1.485 -2.183
H 4.742 -1.800 -4.056
H 3.012 -0.368 0.378
H -1.031 -1.470 -4.811
H -3.508 -1.669 -4.741
H -4.671 -1.546 -2.548
H -3.408 -1.166 -0.494
Cl -4.714 1.250 0.608
C -4.128 2.510 -0.487
Cl -2.585 2.124 -1.262
H -3.991 3.414 0.091
H -4.865 2.635 -1.271
B 2.301 -4.323 0.380
C 1.166 -3.257 0.197
N 0.405 -2.405 0.039
H 1.830 -5.439 0.383
H 2.833 -4.059 1.447
H 3.064 -4.150 -0.553
O 1.427 -0.785 2.166
C 0.506 -1.463 2.636
N -0.703 -1.383 2.058
S -1.761 -2.519 2.632
O -2.928 -1.933 3.217
O -1.961 -3.530 1.636
C -0.647 -3.077 3.906
C -0.864 -3.992 4.912
C 0.185 -4.249 5.787
C 1.404 -3.592 5.645
C 1.601 -2.663 4.633
C 0.557 -2.414 3.765
H -1.821 -4.487 5.014
H 0.052 -4.967 6.585
H 2.204 -3.812 6.340
H 2.540 -2.138 4.510
*
```

Atom charges from the Löwdin analysis, given in e for atoms 1 to 6: atom 1 (W): 1.767, atom 2 (O): 0.086, atom 3 (C): -0.280, atom 4 (C): 0.068, atom 5 (C): -0.141, atom 6 (N): -0.010


Formula: C33H28BrN6O4S2V
Source: the Open Molecules 2025 dataset
Level of theory: ωB97M-V with the def2-TZVPD basis set

Computed properties:
Energy above the lowest of the compared OMol25 structures with the same formula, charge and spin ... 40.5 kJ/mol
LUMO (alpha / beta) ... -8.46 / -8.46 eV
Highest occupied orbital energy (alpha / beta) ... -13.31 / -13.31 eV
Maximum force ... 0.756 eV/Å
HOMO-LUMO gap (alpha / beta) ... 4.848 / 4.848 eV

Structure (ORCA input):
```
! wB97M-V def2-TZVPD RIJCOSX def2/J DEFGRID3
* xyz 2 1
V 0.208 0.452 -0.155
Br 0.328 1.569 4.020
C 1.907 1.039 3.141
C 3.057 1.015 3.931
C 4.248 0.606 3.375
C 4.254 0.213 2.042
C 3.064 0.268 1.354
N 1.891 0.687 1.862
C 3.033 -0.198 -0.058
O 3.956 -0.515 -0.725
O 1.741 -0.268 -0.534
H 2.990 1.313 4.968
H 5.152 0.580 3.968
H 5.144 -0.135 1.539
C 0.161 7.431 -0.259
C 0.851 6.430 0.679
C 1.352 7.157 1.935
C 2.054 5.831 -0.050
C -0.157 5.363 1.092
C -1.330 5.753 1.780
C -2.273 4.852 2.209
C -2.051 3.503 1.936
S -3.000 2.130 2.415
C -1.869 1.103 1.688
N -0.861 1.711 1.093
C -0.921 3.096 1.232
C 0.037 4.024 0.821
C -1.801 -0.346 1.710
C -2.594 -1.203 2.444
C -2.253 -2.554 2.482
C -1.130 -3.031 1.816
C -0.342 -2.180 1.050
C -0.696 -0.831 0.984
H 0.873 8.198 -0.567
H -0.676 7.935 0.224
H -0.214 6.933 -1.156
H 2.073 7.926 1.653
H 1.845 6.463 2.619
H 0.542 7.647 2.475
H 2.740 6.631 -0.327
H 1.757 5.320 -0.969
H 2.606 5.132 0.584
H -1.491 6.801 1.991
H -3.152 5.179 2.749
H 0.919 3.687 0.298
H -3.444 -0.836 3.004
H -2.860 -3.238 3.060
H -0.867 -4.077 1.887
H 0.506 -2.562 0.504
N 2.303 1.594 -7.309
C 1.585 1.553 -6.175
C 2.217 1.286 -4.937
C 1.488 1.251 -3.781
C 0.105 1.485 -3.830
C -0.544 1.730 -5.048
C 0.190 1.770 -6.203
S -0.842 1.405 -2.426
O -0.075 2.050 -1.275
O -2.166 1.867 -2.611
N -0.713 -0.077 -1.709
C -0.962 -1.271 -2.426
N -0.466 -2.380 -1.913
C -0.727 -3.489 -2.610
C -1.452 -3.468 -3.787
C -1.901 -2.230 -4.223
N -1.657 -1.115 -3.539
H 3.298 1.457 -7.301
H 1.871 1.802 -8.192
H 3.285 1.115 -4.910
H 1.985 1.045 -2.843
H -1.613 1.890 -5.066
H -0.299 1.973 -7.147
H -0.331 -4.414 -2.209
H -1.654 -4.371 -4.343
H -2.468 -2.121 -5.139
*
```

Atom charges from the Löwdin analysis, given in e for atoms 1 to 6: atom 1 (V): 1.133, atom 2 (Br): 0.949, atom 3 (C): -0.660, atom 4 (C): -0.072, atom 5 (C): 0.008, atom 6 (C): 0.046


Formula: C33H28CoN7O4S
Source: the Open Molecules 2025 dataset
Level of theory: ωB97M-V with the def2-TZVPD basis set

Computed properties:
<S²> ... 1.221
LUMO (alpha / beta) ... -3.63 / -3.84 eV
Highest occupied orbital energy (alpha / beta) ... -10.08 / -10.10 eV
Maximum force ... 1.933 eV/Å
HOMO-LUMO gap (alpha / beta) ... 6.449 / 6.259 eV

Structure (ORCA input):
```
! wB97M-V def2-TZVPD RIJCOSX def2/J DEFGRID3
* xyz 1 2
Co 0.380 0.261 -0.272
C 2.081 -3.738 -1.036
O 1.401 -3.706 0.250
C 0.799 -2.530 0.302
N 0.982 -1.711 -0.660
C 2.013 -2.275 -1.533
C 1.758 -2.128 -3.008
C 2.818 -2.339 -3.885
C 2.631 -2.217 -5.252
C 1.384 -1.871 -5.753
C 0.328 -1.655 -4.882
C 0.511 -1.790 -3.512
C 0.008 -2.094 1.456
C -0.417 -2.858 2.529
C -1.124 -2.224 3.542
C -1.400 -0.867 3.448
C -0.958 -0.192 2.323
N -0.261 -0.793 1.367
C -1.285 1.193 1.969
N -1.000 1.653 0.809
C -1.743 2.920 0.669
C -2.191 3.205 2.122
O -2.006 1.935 2.794
C -1.062 4.108 0.042
C 0.268 4.100 -0.339
C 0.835 5.226 -0.919
C 0.079 6.370 -1.112
C -1.253 6.388 -0.718
C -1.822 5.262 -0.149
H 1.540 -4.421 -1.691
H 3.092 -4.101 -0.878
H 2.935 -1.743 -1.285
H 3.799 -2.583 -3.492
H 3.461 -2.383 -5.927
H 1.235 -1.772 -6.820
H -0.646 -1.382 -5.269
H -0.315 -1.619 -2.834
H -0.200 -3.917 2.558
H -1.468 -2.789 4.398
H -1.942 -0.339 4.221
H -2.613 2.676 0.046
H -3.231 3.498 2.220
H -1.547 3.946 2.596
H 0.881 3.236 -0.139
H 1.878 5.205 -1.211
H 0.526 7.249 -1.557
H -1.848 7.281 -0.856
H -2.868 5.279 0.141
N 7.817 2.421 -3.754
C 6.714 2.139 -3.008
C 5.705 3.102 -2.830
C 4.604 2.824 -2.054
C 4.485 1.577 -1.453
C 5.458 0.603 -1.633
C 6.562 0.878 -2.408
S 3.096 1.249 -0.441
O 2.727 2.426 0.301
O 3.317 0.042 0.319
N 1.846 0.841 -1.420
C 1.066 1.501 -2.297
N -0.233 1.117 -2.123
C -1.145 1.618 -2.942
C -0.796 2.502 -3.947
C 0.546 2.850 -4.028
N 1.480 2.367 -3.218
H 7.950 3.332 -4.149
H 8.566 1.760 -3.826
H 5.811 4.068 -3.309
H 3.821 3.556 -1.905
H 5.337 -0.357 -1.146
H 7.328 0.126 -2.557
H -2.171 1.304 -2.779
H -1.529 2.906 -4.629
H 0.893 3.556 -4.775
*
```

Atom charges from the Löwdin analysis, given in e for atoms 1 to 6: atom 1 (Co): 0.693, atom 2 (C): -0.018, atom 3 (O): 0.069, atom 4 (C): -0.287, atom 5 (N): 0.116, atom 6 (C): -0.227


Formula: C33H28GeN9O7STl
Source: the Open Molecules 2025 dataset
Level of theory: ωB97M-V with the def2-TZVPD basis set

Computed properties:
Energy above the lowest of the compared OMol25 structures with the same formula, charge and spin ... 23.4 kJ/mol
LUMO ... 3.16 eV
Highest occupied orbital energy ... -0.67 eV
Maximum force ... 0.517 eV/Å
HOMO-LUMO gap ... 3.835 eV

Structure (ORCA input):
```
! wB97M-V def2-TZVPD RIJCOSX def2/J DEFGRID3
* xyz -2 1
Tl -0.869 -0.242 -0.055
N -1.634 3.358 1.802
C -2.225 2.357 2.556
C -3.533 2.560 3.031
C -4.128 1.551 3.748
C -3.431 0.366 3.983
C -2.160 0.264 3.455
N -1.561 1.235 2.766
C -0.340 3.414 1.277
C -0.156 4.174 0.112
C 1.092 4.215 -0.452
C 2.132 3.506 0.151
C 1.851 2.837 1.321
N 0.648 2.803 1.907
H -2.298 3.922 1.297
H -4.051 3.489 2.829
H -5.139 1.677 4.117
H -3.883 -0.464 4.506
H -1.594 -0.658 3.542
H -1.003 4.638 -0.374
H 1.251 4.741 -1.384
H 3.118 3.461 -0.288
H 2.633 2.285 1.829
O -3.018 2.791 -2.665
C -1.979 2.365 -2.141
O -1.848 1.921 -0.967
C -0.685 2.521 -2.956
C -0.587 3.654 -3.706
C 0.603 3.998 -4.383
C 1.703 3.171 -4.332
C 1.617 1.988 -3.628
C 0.432 1.568 -2.885
O 0.398 0.520 -2.228
N 2.821 1.180 -3.626
O 2.743 -0.009 -3.383
O 3.888 1.734 -3.901
N 0.683 5.217 -5.134
O -0.281 5.977 -5.124
O 1.713 5.467 -5.757
H -1.449 4.305 -3.758
H 2.616 3.431 -4.844
S 7.087 -3.549 1.336
N 5.936 -4.035 0.310
C 4.834 -3.372 0.615
C 3.550 -3.484 -0.064
C 3.337 -4.295 -1.179
C 2.090 -4.291 -1.765
C 1.092 -3.476 -1.215
N 1.286 -2.721 -0.153
C 2.487 -2.720 0.413
C 2.655 -1.820 1.582
N 1.569 -1.160 1.979
C 1.675 -0.284 2.960
C 2.881 -0.049 3.634
C 3.999 -0.765 3.260
C 3.894 -1.671 2.206
C 5.006 -2.477 1.718
N 6.233 -2.490 2.211
H 4.152 -4.891 -1.569
H 1.878 -4.883 -2.644
H 0.109 -3.417 -1.665
H 0.772 0.280 3.186
H 2.923 0.683 4.428
H 4.954 -0.629 3.751
C -2.135 -4.325 0.320
Ge -3.542 -2.994 -0.125
C -4.362 -2.497 1.605
C -4.915 -4.169 -0.980
C -2.889 -1.478 -1.001
H -2.530 -5.136 0.935
H -1.317 -3.839 0.856
H -1.731 -4.769 -0.592
H -5.104 -3.232 1.923
H -4.846 -1.523 1.515
H -3.598 -2.416 2.380
H -5.219 -4.979 -0.312
H -4.518 -4.607 -1.897
H -5.797 -3.581 -1.242
H -3.541 -0.607 -0.994
H -2.445 -1.621 -1.987
*
```

Atom charges from the Löwdin analysis, given in e for atoms 1 to 6: atom 1 (Tl): 0.808, atom 2 (N): 0.127, atom 3 (C): -0.310, atom 4 (C): -0.018, atom 5 (C): -0.093, atom 6 (C): -0.095


Formula: C33H28N3O2PV
Source: the Open Molecules 2025 dataset
Level of theory: ωB97M-V with the def2-TZVPD basis set

Computed properties:
Energy above the lowest of the compared OMol25 structures with the same formula, charge and spin ... 21.8 kJ/mol
<S²> ... 0.790
LUMO (alpha / beta) ... 0.03 / 0.01 eV
Highest occupied orbital energy (alpha / beta) ... -6.64 / -5.66 eV
Maximum force ... 0.650 eV/Å
HOMO-LUMO gap (alpha / beta) ... 6.669 / 5.669 eV

Structure (ORCA input):
```
! wB97M-V def2-TZVPD RIJCOSX def2/J DEFGRID3
* xyz 0 2
V -0.005 0.444 1.510
O 2.697 2.015 4.139
C 2.014 1.267 3.470
N 0.667 1.282 3.241
C -0.192 2.028 4.005
O -0.041 2.429 5.136
C -1.492 2.309 3.277
C -2.483 3.042 3.907
C -3.645 3.327 3.215
C -3.774 2.881 1.909
C -2.736 2.162 1.348
N -1.614 1.870 2.014
C 2.678 0.146 2.692
C 4.007 -0.163 2.913
C 4.542 -1.257 2.253
C 3.736 -1.995 1.397
C 2.428 -1.587 1.195
N 1.907 -0.528 1.821
H -2.314 3.368 4.924
H -4.438 3.897 3.683
H -4.663 3.092 1.332
H -2.784 1.806 0.328
H 4.574 0.444 3.603
H 5.575 -1.541 2.411
H 4.115 -2.864 0.876
H 1.768 -2.114 0.518
C -3.493 -0.315 -1.352
C -2.685 0.307 -2.469
C -3.342 0.712 -3.629
C -2.656 1.278 -4.689
C -1.282 1.453 -4.604
C -0.611 1.051 -3.460
C -1.294 0.473 -2.387
P -0.402 -0.054 -0.870
C 1.334 0.475 -1.151
C 1.568 1.740 -0.582
C 2.848 2.263 -0.463
C 3.922 1.532 -0.939
C 3.695 0.306 -1.554
C 2.420 -0.240 -1.679
C 2.262 -1.564 -2.381
C -0.673 -1.853 -0.847
C -0.738 -2.680 -1.969
C -0.944 -4.040 -1.825
C -1.104 -4.570 -0.547
C -1.113 -3.741 0.562
C -0.933 -2.356 0.443
C -1.058 -1.425 1.619
H -3.840 -1.310 -1.636
H -4.377 0.291 -1.140
H -2.922 -0.417 -0.431
H -4.417 0.579 -3.694
H -3.192 1.585 -5.579
H -0.735 1.898 -5.425
H 0.461 1.190 -3.397
H 0.719 2.330 -0.249
H 2.999 3.233 -0.005
H 4.930 1.917 -0.854
H 4.537 -0.251 -1.952
H 3.208 -1.872 -2.823
H 1.519 -1.493 -3.178
H 1.928 -2.351 -1.703
H -0.613 -2.254 -2.958
H -0.975 -4.683 -2.695
H -1.251 -5.637 -0.422
H -1.288 -4.160 1.547
H -0.821 -1.974 2.538
H -2.117 -1.136 1.715
*
```

Atom charges from the Löwdin analysis, given in e for atoms 1 to 6: atom 1 (V): 0.642, atom 2 (O): 0.095, atom 3 (C): -0.435, atom 4 (N): 0.026, atom 5 (C): -0.429, atom 6 (O): 0.108


Formula: C33H29BrCsN7O7S
Source: the Open Molecules 2025 dataset
Level of theory: ωB97M-V with the def2-TZVPD basis set

Computed properties:
Energy above the lowest of the compared OMol25 structures with the same formula, charge and spin ... 21.8 kJ/mol
LUMO ... 3.43 eV
Highest occupied orbital energy ... -3.06 eV
Maximum force ... 0.365 eV/Å
HOMO-LUMO gap ... 6.497 eV

Structure (ORCA input):
```
! wB97M-V def2-TZVPD RIJCOSX def2/J DEFGRID3
* xyz -2 1
Cs -0.110 -2.201 0.586
O 1.580 -1.364 -3.030
C 1.298 -2.726 -2.829
C -0.053 -3.141 -3.403
N -1.217 -2.778 -2.585
C -2.233 -2.048 -3.339
C -1.893 -0.635 -3.843
O -2.791 -0.078 -4.499
O -0.780 -0.127 -3.530
C -1.828 -3.994 -2.033
C -3.013 -3.743 -1.065
O -4.136 -4.129 -1.445
O -2.736 -3.168 0.021
H 0.715 -0.891 -3.098
H 1.379 -2.979 -1.759
H 2.074 -3.316 -3.333
H -0.049 -4.227 -3.578
H -0.130 -2.667 -4.387
H -3.090 -1.916 -2.678
H -2.612 -2.633 -4.194
H -1.055 -4.542 -1.491
H -2.191 -4.640 -2.850
N -3.172 3.011 1.031
C -2.253 3.232 2.039
C -1.947 4.570 2.372
C -1.016 4.807 3.355
C -0.404 3.731 3.997
C -0.778 2.462 3.599
N -1.680 2.204 2.652
C -3.552 1.765 0.467
C -3.687 1.676 -0.917
C -4.117 0.478 -1.464
C -4.379 -0.585 -0.610
C -4.204 -0.385 0.747
N -3.824 0.772 1.292
H -3.271 3.784 0.395
H -2.436 5.384 1.850
H -0.762 5.827 3.623
H 0.345 3.868 4.766
H -0.313 1.590 4.052
H -3.424 2.512 -1.554
H -4.191 0.374 -2.541
H -4.681 -1.561 -0.970
H -4.404 -1.183 1.446
N 2.458 2.610 2.212
C 2.980 1.890 3.265
C 3.881 2.215 4.273
C 4.190 1.209 5.172
C 3.630 -0.073 5.058
C 2.736 -0.392 4.052
C 2.401 0.617 3.149
N 1.530 0.581 2.065
C 1.600 1.770 1.545
C 0.843 2.224 0.383
C 0.606 3.521 0.044
S -0.273 3.567 -1.425
C -0.274 1.835 -1.470
N 0.334 1.281 -0.474
H 2.698 3.543 1.935
H 4.322 3.201 4.354
H 4.889 1.413 5.974
H 3.921 -0.838 5.767
H 2.346 -1.392 3.918
H 0.860 4.413 0.592
H -0.718 1.274 -2.297
Br 3.501 -6.435 3.457
C 4.628 -5.280 2.444
C 5.990 -5.542 2.442
C 6.839 -4.719 1.719
C 6.313 -3.644 1.011
C 4.950 -3.401 1.031
C 4.076 -4.218 1.748
C 2.577 -3.904 1.721
O 1.924 -4.480 0.838
O 2.203 -3.068 2.572
H 6.376 -6.383 3.002
H 7.903 -4.918 1.709
H 6.967 -2.995 0.442
H 4.537 -2.564 0.481
*
```

Atom charges from the Löwdin analysis, given in e for atoms 1 to 6: atom 1 (Cs): 1.036, atom 2 (O): -0.104, atom 3 (C): -0.281, atom 4 (C): -0.182, atom 5 (N): -0.163, atom 6 (C): -0.107